Record 1
ORCA calculation (ωB97M-V with the def2-TZVPD basis set) on a 2-piece molecular cluster, C6H17NO overall in a non-equilibrium geometry.

Each line ends with the Mulliken charge.
Element x y z (Å)
C: 0.13 0.18 -1.46  -0.50
C: -0.20 1.28 -2.44  -0.44
C: 0.67 0.97 -3.63  -1.03
C: -0.95 -0.26 -0.47  -0.94
N: -0.26 -0.52 0.97  0.16
C: -1.33 -0.57 1.92  -1.34
C: 0.43 -1.85 1.02  -1.12
H: 1.07 0.23 -0.91  0.39
H: 0.12 -0.76 -2.05  0.21
H: -1.26 1.43 -2.70  0.39
H: 0.02 2.26 -1.94  0.26
H: 0.27 1.77 -4.38  0.32
H: 1.77 1.11 -3.36  0.25
H: 0.48 -0.04 -3.95  0.33
H: -1.81 0.42 -0.42  0.43
H: -1.63 -1.17 -0.75  0.34
H: -1.84 0.39 1.98  0.39
H: -0.94 -0.76 2.87  0.49
H: -2.26 -1.24 1.80  0.33
H: -0.06 -2.58 1.54  0.45
H: 1.34 -1.52 1.54  0.34
H: 0.65 -2.23 -0.06  0.28
H: 0.75 0.21 3.70  0.31
H: 1.12 1.15 2.58  0.35
O: 1.44 0.81 3.51  -0.66

Output
Molar mass = 119.2 g mol⁻¹
Lowest unoccupied orbital energy = 0.914 eV
HOMO-LUMO gap = 10.0300 eV
SMILES string = CCCCN(C)C.O
HOMO level = -0.3350 Ha

=====

Record 2
ORCA calculation (ωB97M-V with the def2-TZVPD basis set) on the molecule C4H8O.

Each line ends with the Mulliken charge.
Element x y z (Å)
C: 0.43 -1.57 -0.27  -1.17
C: 0.05 -0.63 0.84  0.16
O: 0.96 0.42 1.17  -0.46
C: -0.32 0.78 0.64  0.16
C: -0.33 1.46 -0.70  -1.30
H: -0.44 -2.18 -0.54  0.29
H: 1.23 -2.24 0.04  0.30
H: 0.76 -1.03 -1.16  0.30
H: -0.36 -1.12 1.72  0.38
H: -0.99 1.21 1.39  0.40
H: 0.54 1.15 -1.29  0.36
H: -1.24 1.21 -1.26  0.26
H: -0.29 2.54 -0.58  0.34

Output
Molar mass = 72.1 g mol⁻¹
Lowest unoccupied orbital energy = 1.169 eV
HOMO-LUMO gap = 11.2573 eV
SMILES string = C[C@@H]1O[C@@H]1C
HOMO level = -0.3708 Ha